Entry 1:
A 2-piece molecular cluster, C2H8 overall. Source: the Open Molecules 2025 dataset; level of theory: ωB97M-V/def2-TZVPD.

## Properties
total energy = -80.981996 hartree
molar mass = 32.09 g mol⁻¹
SMILES = C.C
relative energy (zero: lowest compared OMol25 entry of this formula, charge and spin) = 0.03 kcal per mole
HOMO energy = -0.482 Eh
gap between HOMO and LUMO = 14.22 eV

Each line ends with the Mulliken charge.
Cartesian coordinates (Å):
C (-2.0747, -0.1975, 3.6454)  -0.792
H (-1.3743, -0.0564, 4.4818)  0.220
H (-1.5301, -0.1172, 2.6930)  0.224
H (-2.8564, 0.5753, 3.6871)  0.098
H (-2.5387, -1.1921, 3.7194)  0.250
C (-3.8258, 3.4707, 4.0954)  -0.928
H (-3.6043, 2.7942, 4.9340)  0.208
H (-4.8333, 3.2583, 3.7085)  0.229
H (-3.0862, 3.3181, 3.2956)  0.220
H (-3.7791, 4.5133, 4.4431)  0.271

Forces on the atoms, in the same order (eV/Å):
-0.02 0.00 0.00
-0.26 -0.05 -0.31
-0.20 -0.03 0.35
0.29 -0.29 -0.02
0.18 0.36 -0.03
0.00 0.01 0.00
-0.08 0.25 -0.30
0.37 0.08 0.14
-0.27 0.05 0.29
-0.02 -0.38 -0.13

Entry 2:
A 2-piece molecular cluster, C2H8 overall. Source: the Open Molecules 2025 dataset; level of theory: ωB97M-V/def2-TZVPD.

## Properties
total energy = -80.980775 hartree
molar mass = 32.09 g mol⁻¹
SMILES = C.C
relative energy (zero: lowest compared OMol25 entry of this formula, charge and spin) = 0.80 kcal per mole
HOMO energy = -0.474 Eh
gap between HOMO and LUMO = 14.03 eV

Each line ends with the Mulliken charge.
Cartesian coordinates (Å):
C (-12.1091, -4.2659, -5.3332)  -0.700
H (-12.0069, -5.3251, -5.6118)  -0.007
H (-12.9956, -3.8404, -5.8262)  0.235
H (-11.2122, -3.7145, -5.6518)  0.246
H (-12.2215, -4.1830, -4.2421)  0.222
C (-11.3471, -8.2015, -5.0078)  -0.678
H (-11.7281, -8.9607, -5.7068)  0.235
H (-11.5153, -8.5371, -3.9738)  0.246
H (-11.8748, -7.2510, -5.1752)  -0.021
H (-10.2697, -8.0566, -5.1754)  0.221

Forces on the atoms, in the same order (eV/Å):
-0.01 0.01 -0.01
-0.04 0.52 0.08
0.33 -0.15 0.18
-0.33 -0.21 0.11
0.04 -0.04 -0.40
-0.01 -0.01 -0.01
0.14 0.28 0.26
0.06 0.13 -0.38
0.21 -0.48 0.10
-0.39 -0.05 0.06

Entry 3:
An isolated ion of composition C2H8BClFN2O3Si and charge -1 in a non-equilibrium geometry. Source: the Open Molecules 2025 dataset; level of theory: ωB97M-V/def2-TZVPD.

## Properties
total energy = -1290.581834 hartree
molar mass = 201.45 g mol⁻¹
relative energy (zero: lowest compared OMol25 entry of this formula, charge and spin) = 44.11 kcal per mole
total charge = -1
HOMO energy = -0.074 Eh
gap between HOMO and LUMO = 4.32 eV

Each line ends with the Mulliken charge.
Cartesian coordinates (Å):
N (2.2763, -1.0642, 0.4692)  -0.491
B (1.6356, 0.2673, 0.2282)  0.863
O (2.5284, 1.4360, 0.1960)  -0.308
Si (-0.2620, 0.6204, 0.0000)  -0.284
C (-1.4143, -0.8860, 0.3304)  -0.549
C (-1.7471, -1.6079, -1.0726)  -0.167
F (-1.2582, -2.9697, -1.0419)  -0.329
O (-0.6913, 1.8426, 1.2252)  -0.167
N (-1.2769, 2.8497, 0.5308)  0.208
O (-2.3499, 2.5299, 0.0846)  -0.318
H (2.5889, -1.5281, -0.3946)  0.206
H (1.7126, -1.6822, 1.0676)  0.209
H (1.9562, 2.2301, -0.0341)  0.135
H (-0.5064, 1.1389, -1.3462)  -0.159
H (-1.0247, -1.5926, 1.1473)  0.341
H (-2.4154, -0.4438, 0.7218)  0.264
H (-1.3043, -0.9809, -1.9274)  0.184
H (-2.8923, -1.6728, -1.1848)  0.211
Cl (4.4449, 1.5130, 1.0005)  -0.850

Forces on the atoms, in the same order (eV/Å):
-1.25 0.79 -0.53
3.55 1.21 0.74
-7.37 -2.04 -3.02
-0.49 -1.21 1.93
-1.50 0.12 -0.28
-0.59 0.12 1.30
-0.42 1.80 -0.47
0.56 -0.48 -1.34
-2.12 0.31 0.02
1.26 0.63 0.32
0.15 0.19 0.93
0.31 0.15 -0.91
0.59 -0.67 0.31
-0.37 0.23 -0.19
-0.50 0.89 -1.47
1.61 -0.80 -0.52
-0.48 -1.54 0.95
1.85 -0.01 -0.08
5.21 0.32 2.31

Entry 4:
A 3-piece molecular cluster, C2H8BNO2 overall in a non-equilibrium geometry. Source: the Open Molecules 2025 dataset; level of theory: ωB97M-V/def2-TZVPD.

## Properties
total energy = -311.069066 hartree
molar mass = 88.90 g mol⁻¹
SMILES = [H]/N=B/O.C=C.O
relative energy (zero: lowest compared OMol25 entry of this formula, charge and spin) = 75.90 kcal per mole
HOMO energy = -0.367 Eh
gap between HOMO and LUMO = 10.17 eV

Each line ends with the Mulliken charge.
Cartesian coordinates (Å):
H (-0.7551, -2.6625, -0.1408)  0.289
N (-1.5237, -2.1131, -0.3337)  -0.280
B (-1.8491, -0.8801, 0.0046)  0.218
O (-2.4329, 0.2607, 0.2734)  -0.493
H (-2.9702, 0.3491, 1.0535)  0.311
C (2.1682, -0.2827, -0.4849)  -0.357
C (1.4795, -0.6401, 0.5530)  -0.660
H (2.5435, -1.1178, -1.0148)  0.239
H (2.5105, 0.7965, -0.7709)  0.187
H (1.1011, 0.0943, 1.2318)  0.296
H (1.2293, -1.6126, 0.6722)  0.264
O (-0.7818, 2.8227, -0.2267)  -0.592
H (-0.8398, 1.9507, -0.4960)  0.283
H (0.1207, 3.0349, -0.3208)  0.296

Forces on the atoms, in the same order (eV/Å):
1.58 -1.17 0.26
-2.22 4.27 0.47
0.56 -4.01 -0.66
0.26 0.80 -0.57
-0.24 -0.01 0.43
1.72 2.26 -1.20
-0.43 2.98 0.65
0.53 -0.27 -1.30
-0.79 -2.23 0.66
-0.34 0.20 0.53
-0.63 -2.87 0.70
-1.19 2.26 0.97
-0.44 -2.80 -0.81
1.63 0.58 -0.14

Entry 5:
A 2-piece molecular cluster, C2H8Br2Si3 overall in a non-equilibrium geometry. Source: the Open Molecules 2025 dataset; level of theory: ωB97M-V/def2-TZVPD.

## Properties
total energy = -6097.394063 hartree
molar mass = 276.15 g mol⁻¹
spin multiplicity = 3
relative energy (zero: lowest compared OMol25 entry of this formula, charge and spin) = 11.61 kcal per mole
HOMO energy (spin up / spin down) = -0.221 / -0.350 Eh
gap between HOMO and LUMO (spin up / spin down) = 6.46 / 6.68 eV

Each line ends with the Löwdin spin population.
Cartesian coordinates (Å):
C (-0.7440, -0.5571, -0.7676)  0.083
C (1.6408, 0.6952, 0.4535)  0.049
Si (-0.1124, 0.1034, 0.9143)  0.027
Si (0.4172, -0.5216, -2.2680)  0.668
Si (2.3497, -0.3707, -0.9556)  0.124
Br (-0.2270, 0.9290, -3.8129)  0.169
Br (2.6235, -2.3768, -0.2593)  0.007
H (-0.7935, -1.6918, -0.6508)  0.015
H (-1.8349, -0.3075, -1.0177)  -0.001
H (1.3446, 1.6439, 0.0310)  0.003
H (2.2282, 0.9649, 1.4140)  0.008
H (-0.8501, 1.2673, 1.0985)  0.004
H (-0.5240, -1.0110, 1.8074)  0.002
H (0.1501, -2.4579, -3.1883)  0.833
H (3.7622, -0.0296, -1.5385)  0.009

Forces on the atoms, in the same order (eV/Å):
-1.52 -1.49 -0.91
0.79 -0.43 2.18
0.54 -1.55 -2.04
0.24 1.60 1.44
1.01 2.31 -0.49
0.01 0.35 -0.16
0.08 -1.67 0.66
0.02 0.95 0.12
1.53 -0.06 0.35
0.04 0.53 -0.38
-0.50 -0.64 -1.63
-1.05 1.57 0.79
0.60 0.35 0.38
-0.47 -1.85 -0.81
-1.31 0.02 0.48

Entry 6:
C2H8CsO2 as an isolated structure in a non-equilibrium geometry. Source: the Open Molecules 2025 dataset; level of theory: ωB97M-V/def2-TZVPD.

## Properties
total energy = -251.376355 hartree
molar mass = 196.99 g mol⁻¹
relative energy (zero: lowest compared OMol25 entry of this formula, charge and spin) = 29.68 kcal per mole
total charge = +1
HOMO energy = -0.486 Eh
gap between HOMO and LUMO = 9.17 eV

Each line ends with the Mulliken charge.
Cartesian coordinates (Å):
Cs (-0.9561, -1.2036, 2.3463)  0.991
C (1.4278, -0.7597, -2.3263)  -1.057
C (1.8382, 0.3874, -1.4584)  -0.087
O (0.8385, 1.2915, -1.2289)  -0.521
H (1.0645, -0.6123, -3.3434)  0.323
H (0.6090, -1.3371, -1.8969)  0.219
H (2.2167, -1.4553, -2.6125)  0.348
H (2.5792, 0.9773, -1.9979)  0.316
H (2.1108, -0.0948, -0.5196)  0.120
H (1.1519, 2.1183, -1.6028)  0.342
O (-4.5695, -0.0425, 4.9291)  -0.618
H (-3.9388, 0.2752, 5.5752)  0.326
H (-4.3722, 0.4557, 4.1359)  0.296

Forces on the atoms, in the same order (eV/Å):
-0.01 0.02 -0.07
-0.77 -1.46 -1.50
1.02 -0.97 -1.29
-1.94 1.44 0.57
-0.24 1.24 0.01
0.06 -0.15 0.42
0.48 -0.08 0.92
1.08 -0.73 0.57
0.84 0.48 0.22
-0.55 0.15 0.19
0.19 -0.38 -0.20
0.04 0.14 0.36
-0.20 0.29 -0.18

Entry 7:
C2H8F2InO2 as an isolated structure in a non-equilibrium geometry. Source: the Open Molecules 2025 dataset; level of theory: ωB97M-V/def2-TZVPD.

## Properties
total energy = -620.774506 hartree
molar mass = 216.90 g mol⁻¹
relative energy (zero: lowest compared OMol25 entry of this formula, charge and spin) = 105.37 kcal per mole
total charge = +1
HOMO energy = -0.554 Eh
gap between HOMO and LUMO = 4.45 eV

Each line ends with the Mulliken charge.
Cartesian coordinates (Å):
In (0.2886, 0.5350, -1.3436)  1.486
F (0.1758, -1.3365, 0.7358)  -0.422
F (2.9301, 0.8757, -2.2413)  -0.389
C (-3.0195, -1.5201, -1.0870)  -0.550
O (-2.5673, -0.1743, -1.0431)  -0.425
H (-2.1681, -2.1917, -0.9888)  0.230
H (-3.6662, -1.7662, -0.2416)  0.286
H (-3.5936, -1.8029, -1.9698)  0.319
H (-3.3138, 0.4347, -1.0370)  0.295
C (2.6362, 0.8212, 1.6011)  -0.588
O (1.7101, 1.6842, 0.9073)  -0.416
H (2.1385, 0.2192, 2.3628)  0.257
H (3.2348, 0.1177, 1.0226)  0.251
H (3.2870, 1.5373, 2.1027)  0.352
H (1.9275, 2.5667, 1.2199)  0.314

Forces on the atoms, in the same order (eV/Å):
2.36 -1.49 2.43
0.06 1.89 -2.21
-2.83 -0.33 0.77
-0.36 -1.38 0.28
1.00 0.55 -0.13
0.15 0.24 -0.09
0.08 0.42 0.23
0.25 0.48 -0.31
0.00 0.06 -0.11
0.38 0.25 1.16
-0.68 -1.05 -0.74
-0.40 0.16 -0.16
-0.22 0.45 -0.70
0.47 -0.50 0.09
-0.27 0.25 -0.50

Entry 8:
C2H8F2OSi2 as an isolated structure in a non-equilibrium geometry. Source: the Open Molecules 2025 dataset; level of theory: ωB97M-V/def2-TZVPD.

## Properties
total energy = -935.076240 hartree
molar mass = 142.25 g mol⁻¹
HOMO energy = -0.414 Eh
gap between HOMO and LUMO = 12.19 eV

Each line ends with the Mulliken charge.
Cartesian coordinates (Å):
F (-1.9884, 2.1090, 1.6071)  -0.301
C (-1.3265, 0.8639, 1.7761)  -0.419
C (-0.3838, 0.7003, 0.5490)  -0.555
Si (0.5587, -0.9502, 0.4849)  0.469
O (1.7675, -1.0189, -0.7598)  -0.287
Si (1.1929, -0.5425, -2.2884)  0.704
F (-0.0846, -1.5396, -2.7482)  -0.325
H (-0.8065, 0.9263, 2.7568)  0.284
H (-2.1303, 0.1004, 1.8540)  0.296
H (-0.9922, 0.7793, -0.3886)  0.347
H (0.3721, 1.5205, 0.5594)  0.319
H (-0.3173, -2.1247, 0.2942)  -0.106
H (1.2924, -1.1907, 1.7487)  -0.159
H (0.6080, 0.8034, -2.1390)  -0.135
H (2.2380, -0.4366, -3.3062)  -0.132

Forces on the atoms, in the same order (eV/Å):
0.23 -0.59 0.21
-0.01 0.44 -0.37
-0.24 -0.22 0.13
1.10 -0.35 -0.14
-2.13 0.76 -0.91
-0.96 -0.81 0.95
1.88 1.21 0.55
-0.10 -0.11 -0.74
0.59 0.34 -0.24
0.42 0.11 0.83
-0.58 -0.46 -0.06
-0.18 0.19 -0.09
0.00 0.18 -0.07
-0.11 -0.13 -0.06
0.09 -0.55 0.01